Record 1
Below is the molecule C6H6, with properties calculated with ωB97M-V with the def2-TZVPD basis set.

XYZ file:
```
12
Properties=species:S:1:pos:R:3:forces:R:3:lowdin_charge:R:1
C 1.563317 -0.445442 -0.430628 0.0 0.0 0.0 -0.0533
C 0.128128 -0.744100 -0.063277 0.2 -0.1 0.2 -0.2108
C -0.750846 0.276958 0.478279 0.0 0.1 0.1 -0.2513
C -1.207154 1.109072 1.396994 0.0 -0.1 -0.1 0.0901
C -0.985452 -0.051801 -0.905844 -0.4 0.1 -0.8 -0.3127
C -1.405381 -0.103925 -2.116219 0.3 0.0 0.7 0.1982
H 1.681015 0.615862 -0.665036 0.0 -0.1 0.0 0.0912
H 2.225249 -0.697724 0.404549 -0.1 0.0 -0.1 0.0811
H 1.864897 -1.031140 -1.303660 0.0 0.1 0.2 0.0835
H -0.107969 -1.782761 0.170001 0.0 0.2 0.0 0.1443
H -0.819950 1.155428 2.408935 0.1 -0.1 -0.2 0.0667
H -2.012296 1.780212 1.123231 0.1 0.0 0.1 0.0729
```
Forces are in eV/Å.

The calculation puts the HOMO energy at -9.479 eV. The value obtained for the total energy is -232.01654 Ha. The calculation puts the LUMO energy at -0.15 eV. The gap between HOMO and LUMO comes out at 0.34264 Ha. The calculation puts the energy relative to the best compared isomer or geometry (same formula, charge and spin) at 131.6 kcal/mol.

---

Record 2
Below is C2H2O3 as an isolated structure in a non-equilibrium geometry, with properties calculated with ωB97M-V with the def2-TZVPD basis set.

XYZ file:
```
7
Properties=species:S:1:pos:R:3:forces:R:3:lowdin_charge:R:1
C 0.378939 -0.110553 0.019091 2.9 4.7 -1.2 -0.4442
C -1.073423 -0.458163 -0.029664 4.2 -5.0 1.0 -0.2330
H 1.737049 1.505052 0.054112 -5.6 -0.9 -0.5 0.2685
H -0.881954 -1.594612 0.053708 -2.0 0.4 -0.4 0.1496
O 0.539190 1.330209 -0.032810 5.4 -2.1 0.8 -0.0363
O 1.300345 -0.887111 -0.040976 -1.5 0.6 0.5 0.1136
O -2.000147 0.215177 -0.023464 -3.4 2.3 -0.2 0.1819
```
Forces are in eV/Å.

The calculation puts the HOMO energy at -10.631 eV. The value obtained for the total energy is -303.06302 Ha. The calculation puts the LUMO energy at -0.69 eV. The gap between HOMO and LUMO comes out at 0.36540 Ha. The calculation puts the energy relative to the best compared isomer or geometry (same formula, charge and spin) at 42.2 kcal/mol.

---

Record 3
Below is a 3-piece molecular cluster, C13H29F3N3O4S2 overall in a non-equilibrium geometry, with properties calculated with ωB97M-V with the def2-TZVPD basis set.

XYZ file:
```
54
Properties=species:S:1:pos:R:3:forces:R:3:lowdin_charge:R:1
C 1.447835 0.030457 2.142947 0.1 0.2 0.1 -0.0694
O 0.497969 -0.998761 2.484966 -0.1 0.1 -0.2 -0.1551
C 0.444538 -2.030001 1.571810 0.0 -0.2 0.4 -0.1788
N -0.866039 -2.070347 0.853811 1.1 0.3 -0.9 0.0334
C -0.838269 -2.994333 -0.318723 -0.3 0.0 0.0 -0.0638
C -0.716466 -1.979598 -1.436369 -0.1 0.3 0.1 -0.3024
C -0.780608 -2.384333 -2.902209 0.0 -0.1 0.2 -0.0907
C 0.587074 -2.281337 -3.592299 0.0 -0.2 0.0 -0.1828
O 0.738343 -1.105991 -4.372728 0.1 0.0 0.1 -0.0894
C 0.667846 0.098087 -3.664895 -0.1 0.1 0.0 -0.0864
C 1.944046 0.465623 -2.885836 0.0 0.0 0.0 -0.5838
F 1.624152 0.895132 -1.641762 0.0 0.0 0.0 0.1126
F 2.623331 1.452411 -3.474132 0.0 0.1 0.0 0.1536
F 2.786738 -0.565253 -2.733663 0.0 0.0 0.0 0.1427
N -1.768799 -1.002377 -0.986960 -0.3 -0.3 0.6 0.1247
C -1.431081 -0.927729 0.384507 -0.4 0.1 0.4 -0.3204
N -1.653874 0.136020 1.096785 0.4 0.3 0.0 0.2683
H 1.197463 0.902350 2.743883 0.0 0.0 0.0 0.1012
H 2.467926 -0.260837 2.380177 -0.1 -0.1 0.0 0.0725
H 1.381091 0.298403 1.084494 0.0 0.0 0.0 0.0820
H 0.558469 -2.998261 2.061215 -0.1 0.0 0.1 0.1457
H 1.238222 -1.923661 0.820012 -0.1 0.0 0.0 0.1396
H -0.080545 -3.771576 -0.247336 0.2 0.2 0.1 0.1420
H -1.827947 -3.457089 -0.377073 0.2 -0.3 0.0 0.1387
H 0.209508 -1.425048 -1.238040 0.1 -0.1 -0.3 0.1307
H -1.492485 -1.738749 -3.420165 0.0 -0.1 -0.1 0.1313
H -1.129567 -3.415771 -2.984560 -0.1 0.1 0.0 0.1260
H 0.730140 -3.109711 -4.282112 -0.1 0.1 -0.1 0.1335
H 1.381023 -2.358936 -2.842125 0.0 0.0 -0.1 0.1193
H -0.167172 0.128906 -2.956452 0.0 0.0 0.0 0.1207
H 0.505043 0.890621 -4.393567 0.0 0.0 0.0 0.1495
H -2.698507 -1.423519 -1.056370 0.0 0.2 -0.4 0.1507
H -2.478400 0.726776 0.963290 0.1 0.1 -0.2 0.0982
H -1.092557 0.300119 1.921857 -0.5 -0.6 0.4 0.1258
C 6.058895 1.169833 0.169558 0.0 0.0 0.0 -0.2644
S 5.495067 1.621584 1.811479 0.0 0.0 0.0 0.8356
O 4.043275 1.273780 1.867184 0.0 0.0 0.0 -0.5703
C 5.580742 3.396626 1.575968 0.0 0.0 0.0 -0.2654
H 6.030725 0.084540 0.100437 0.0 0.0 0.0 0.0503
H 5.394069 1.610814 -0.573020 0.0 0.0 0.0 0.0557
H 7.081782 1.519137 0.031205 0.0 0.0 0.0 0.0576
H 4.950737 3.677555 0.732519 0.0 0.0 0.0 0.0593
H 6.616555 3.686622 1.401652 0.0 0.0 0.0 0.0576
H 5.217425 3.865082 2.487939 0.0 0.0 0.0 0.0521
C -6.719705 0.881700 1.232100 0.0 0.0 0.0 -0.2605
S -5.237997 1.824715 1.577275 -0.1 0.1 0.0 0.8505
O -4.166779 0.815432 1.895533 0.1 0.1 -0.3 -0.5826
C -5.763671 2.493013 3.150855 0.0 0.0 0.0 -0.2573
H -6.562423 0.346972 0.298037 0.0 0.0 0.0 0.0519
H -6.893720 0.176814 2.044217 0.0 0.0 0.0 0.0645
H -7.559836 1.566896 1.124592 0.0 0.0 0.0 0.0619
H -6.004239 1.672685 3.825892 0.0 0.0 0.0 0.0652
H -6.629383 3.135181 2.992497 0.0 0.0 0.0 0.0622
H -4.939959 3.079333 3.551702 0.0 0.0 0.0 0.0561
```
Forces are in eV/Å.

The calculation puts the HOMO energy at -11.090 eV. As for the net charge: +1. The value obtained for the total energy is -2073.64426 Ha. The calculation puts the LUMO energy at -2.52 eV. The gap between HOMO and LUMO comes out at 0.31480 Ha.

---

Record 4
Below is a 2-piece molecular cluster, C3H8O3 overall in a non-equilibrium geometry, with properties calculated with ωB97M-V with the def2-TZVPD basis set.

XYZ file:
```
14
Properties=species:S:1:pos:R:3:forces:R:3:lowdin_charge:R:1
O 1.861532 -1.019996 1.650850 0.2 0.1 -0.1 0.0584
C 2.156608 0.127444 1.438088 -0.7 -1.1 0.7 -0.3907
O 1.991332 0.699309 0.245871 0.5 0.3 0.0 0.0714
H 2.523481 0.749854 2.254442 0.1 0.6 -0.4 0.1399
H 1.808261 -0.047375 -0.345405 -0.2 0.1 -0.2 0.1200
C -1.385007 1.170913 -1.019360 -0.7 1.2 -1.1 -0.0960
C -1.850523 -0.191957 -1.486487 0.6 -0.5 1.6 -0.3016
O -2.401432 -1.039553 -0.454846 0.4 0.7 -0.1 -0.0849
H -2.226816 1.750860 -0.633488 0.1 -0.1 0.2 0.0781
H -1.104057 1.692001 -1.946763 -0.1 0.1 0.1 0.0797
H -0.519430 1.341636 -0.390042 0.1 -0.8 0.4 0.0502
H -2.656283 -0.072355 -2.179083 -0.2 0.0 -0.7 0.1045
H -0.989455 -0.701067 -1.904362 0.0 -0.3 -0.6 0.1002
H -1.853845 -0.857776 0.315780 -0.1 -0.3 0.2 0.0708
```
Forces are in eV/Å.

The calculation puts the HOMO energy at -10.307 eV. The value obtained for the total energy is -344.80581 Ha. The calculation puts the LUMO energy at 0.65 eV. The gap between HOMO and LUMO comes out at 0.40270 Ha. The calculation puts the energy relative to the best compared isomer or geometry (same formula, charge and spin) at 26.7 kcal/mol.

---

What is the HOMO in the second record? -10.631 eV